{
  "formula": "C39H31F3N9O5RbSSe",
  "method": "the ωB97M-V functional and the def2-TZVPD basis",
  "symbols": ["Rb", "C", "C", "N", "N", "C", "S", "N", "N", "H", "H", "H", "H", "H", "H", "C", "O", "C", "C", "C", "C", "C", "C", "C", "N", "C", "C", "N", "C", "C", "C", "C", "N", "C", "C", "N", "C", "C", "C", "C", "H", "H", "H", "H", "H", "H", "H", "H", "H", "H", "H", "H", "H", "H", "F", "C", "F", "F", "C", "C", "C", "N", "C", "C", "H", "H", "H", "H", "O", "Se", "O", "O", "O", "C", "C", "C", "C", "C", "C", "C", "C", "C", "C", "H", "H", "H", "H", "H", "H", "H"],
  "coordinates": [[0.3485, 0.0648, -0.3248], [3.5365, 3.5518, 2.7104], [2.9117, 2.6210, 3.6710], [3.1989, 2.5676, 4.9431], [2.3949, 1.5921, 5.4444], [1.5895, 1.0559, 4.4892], [0.4277, -0.0890, 4.7442], [1.9357, 1.7216, 3.3437], [1.3623, 1.5086, 2.1122], [4.4347, 3.9728, 3.1556], [2.8459, 4.3583, 2.4620], [3.7647, 3.0271, 1.7734], [2.4052, 1.3528, 6.4204], [1.6829, 0.5909, 1.7294], [1.8125, 2.1380, 1.4164], [0.4252, 10.8092, -9.7652], [0.3946, 9.4310, -10.0107], [0.4220, 8.5776, -8.9250], [0.4012, 7.2069, -9.2142], [0.4111, 6.2832, -8.2021], [0.4394, 6.6800, -6.8534], [0.4743, 8.0543, -6.5810], [0.4658, 8.9878, -7.5986], [0.3790, 5.6766, -5.8311], [0.2653, 4.3782, -6.0643], [0.1292, 3.7826, -4.8539], [0.1584, 4.7432, -3.8383], [0.3328, 5.9416, -4.4785], [-0.0515, 4.4397, -2.4760], [-0.0102, 5.3688, -1.4257], [-0.2721, 4.9412, -0.1478], [-0.6027, 3.5960, 0.0563], [-0.6637, 2.7170, -0.9126], [-0.3714, 3.0892, -2.1572], [-0.4053, 2.0803, -3.1945], [-0.7592, 0.8432, -2.8390], [-0.7472, -0.1024, -3.7441], [-0.4010, 0.1035, -5.0824], [-0.0900, 1.3814, -5.4868], [-0.0992, 2.4084, -4.5401], [0.3965, 11.2880, -10.7446], [1.3407, 11.1047, -9.2396], [-0.4403, 11.1439, -9.1805], [0.3739, 6.8947, -10.2471], [0.3881, 5.2250, -8.4047], [0.5028, 8.4098, -5.5616], [0.4913, 10.0361, -7.3405], [0.4445, 6.8365, -4.0361], [0.2258, 6.4072, -1.6297], [-0.2376, 5.6278, 0.6855], [-0.8499, 3.2281, 1.0462], [-1.0430, -1.0839, -3.3952], [-0.3916, -0.7219, -5.7803], [0.1642, 1.6161, -6.5105], [0.7887, -7.7566, 1.0036], [-0.0658, -7.2729, 0.0730], [-1.2616, -7.8136, 0.3679], [0.3174, -7.8659, -1.0846], [-0.0703, -5.7845, -0.0063], [-1.2264, -5.0407, 0.2351], [-1.1417, -3.6640, 0.1277], [-0.0265, -3.0228, -0.1965], [1.0764, -3.7309, -0.4026], [1.1141, -5.1123, -0.3225], [-2.1515, -5.5302, 0.4965], [-1.9989, -3.0289, 0.3106], [1.9646, -3.1596, -0.6349], [2.0248, -5.6636, -0.4975], [4.8194, 0.6905, -0.9553], [3.2608, 0.8615, -0.6270], [2.9768, 2.3343, 0.0556], [2.7495, -0.2647, 0.4697], [2.3377, 0.7171, -1.9476], [-6.7908, -1.1411, -1.1751], [-5.7338, -1.9745, -1.5742], [-4.4733, -1.7738, -1.0814], [-4.1958, -0.7438, -0.1572], [-2.8967, -0.5491, 0.3720], [-2.7118, 0.4577, 1.2878], [-3.7689, 1.2960, 1.6907], [-5.0274, 1.1148, 1.1848], [-5.2808, 0.0921, 0.2514], [-6.5656, -0.1283, -0.2848], [-7.7839, -1.3026, -1.5780], [-5.9278, -2.7753, -2.2786], [-3.6532, -2.4067, -1.3953], [-1.7396, 0.6082, 1.7472], [-3.5852, 2.0836, 2.4168], [-5.8516, 1.7481, 1.4976], [-7.3752, 0.5254, 0.0263]],
  "forces_ev_per_a": [[-2.266, -0.710, 0.176], [0.106, -0.111, -0.207], [0.346, 0.147, 0.478], [0.372, 0.436, -0.080], [-0.163, 0.078, -1.056], [-0.087, 0.165, 0.427], [-0.454, -0.556, -0.048], [0.458, -0.261, 1.251], [-0.583, -0.169, -0.884], [-0.017, 0.008, 0.043], [-0.046, 0.073, -0.051], [0.022, 0.154, 0.071], [-0.106, -0.067, -0.233], [0.323, 0.432, 0.727], [0.093, -0.106, 0.325], [0.006, 0.313, 0.093], [-0.013, -0.729, 0.325], [-0.004, -0.029, -0.225], [0.018, 0.528, -0.165], [0.020, 0.014, 0.568], [0.069, 1.173, -0.811], [-0.004, -0.926, 0.038], [0.014, 0.438, -0.431], [-0.076, -1.201, 0.961], [0.100, 0.695, -0.510], [0.048, 0.835, 1.113], [0.059, -0.695, -1.008], [0.017, -0.052, -0.411], [-0.197, -0.421, 0.828], [-0.028, -0.220, -0.104], [-0.006, 0.099, -0.078], [-0.120, 0.220, 0.158], [0.041, -0.149, 0.091], [0.199, 1.063, -0.032], [0.049, -0.164, -0.954], [0.047, 0.043, -0.032], [-0.093, -0.177, -0.109], [0.055, 0.254, -0.134], [-0.040, -0.126, 0.116], [-0.226, -0.274, 0.442], [0.032, 0.002, 0.117], [-0.040, 0.011, -0.046], [0.042, -0.055, -0.028], [-0.005, -0.002, -0.110], [-0.015, -0.116, -0.097], [-0.009, 0.041, 0.105], [-0.007, 0.063, -0.030], [-0.055, -0.050, -0.053], [0.037, 0.026, 0.053], [0.005, 0.004, 0.068], [0.070, -0.006, 0.050], [-0.003, -0.141, 0.003], [-0.007, -0.043, 0.004], [0.001, -0.013, -0.080], [0.093, 0.290, 0.102], [0.094, -0.926, 0.000], [-0.215, 0.281, 0.050], [0.042, 0.294, -0.146], [-0.029, 0.717, -0.006], [0.645, -0.687, -0.122], [-0.219, 0.214, 0.047], [0.062, 0.084, 0.006], [0.106, -0.064, -0.026], [-0.496, -0.427, 0.120], [-0.088, 0.040, 0.016], [-0.131, 0.284, 0.004], [0.152, 0.050, -0.020], [0.129, 0.010, -0.031], [1.002, -0.143, -0.176], [1.024, 0.236, 0.357], [-0.280, 0.480, -0.040], [0.604, -0.398, 0.355], [-0.443, -0.011, -1.085], [-0.271, 0.181, 0.064], [0.106, -0.275, -0.197], [-0.169, -0.079, -0.148], [-0.341, 0.724, 0.551], [1.411, -1.145, -0.480], [-0.495, 0.069, -0.054], [0.021, 0.142, 0.141], [-0.170, 0.315, 0.165], [0.111, -0.224, -0.169], [-0.262, 0.012, -0.043], [-0.055, 0.001, -0.013], [0.022, -0.035, -0.039], [0.112, 0.003, 0.013], [0.120, 0.127, 0.119], [-0.060, 0.059, 0.051], [-0.034, 0.057, 0.018], [-0.079, -0.002, -0.008]],
  "orbital_gap_ev": 3.97,
  "de_lowest_kcal_mol": 11.3,
  "lumo_ev": 2.84,
  "charge": -2,
  "mol_weight_g_mol": 959.2,
  "homo_energy_ha": -0.042
}